[1]
{"formula": "C2H9O2", "method": "ωB97M-V with the def2-TZVPD basis set", "spin_multiplicity": 2, "homo_ev": [-4.6556, -11.1968], "homo_lumo_gap_ev": [5.06, 11.41], "e_above_lowest_kj_mol": 27.3, "e_lumo_ev": [0.404, 0.218], "elements": ["O", "H", "H", "H", "C", "O", "C", "H", "H", "H", "H", "H", "H"], "positions_angstrom": [[-2.69586, -0.26815, 0.39308], [-1.01112, 0.00852, -0.74232], [-2.52345, 0.43979, 1.03158], [-3.56009, -0.58203, 0.64621], [1.08324, -0.30523, 0.43430], [-0.26843, -0.58739, -0.73634], [1.77719, 0.75724, -0.44856], [0.85374, 0.06527, 1.45231], [1.41332, -1.32886, 0.42852], [-0.95092, -1.23139, -0.25352], [2.81753, 0.42190, -0.81648], [1.25239, 0.84526, -1.40927], [1.81245, 1.76507, 0.02050]], "forces_ev_per_a": [[0.10, 0.48, 0.38], [-0.43, 2.10, -0.79], [0.15, -0.14, -0.13], [-0.52, -0.31, -0.04], [3.45, 2.42, 2.70], [-5.41, -3.84, -0.72], [1.06, -1.02, -0.33], [-0.02, -0.35, -0.58], [0.22, -0.09, -0.16], [2.51, 0.63, -1.21], [-1.20, 0.66, 0.95], [-0.06, 0.25, 0.18], [0.16, -0.77, -0.24]]}

---

[2]
{"formula": "C2H9O2S", "method": "ωB97M-V with the def2-TZVPD basis set", "spin_multiplicity": 2, "homo_ev": [-10.0569, -9.6710], "homo_lumo_gap_ev": [10.69, 6.99], "e_above_lowest_kj_mol": 56.2, "e_lumo_ev": [0.634, -2.682], "elements": ["C", "C", "S", "H", "H", "H", "H", "H", "H", "H", "O", "H", "H", "O"], "positions_angstrom": [[-0.34334, -1.68082, -0.12577], [-0.00372, -0.28911, 0.46958], [0.60710, 0.93176, -0.70668], [-0.90580, -1.83241, -1.05497], [0.57958, -2.14916, -0.47478], [-0.78138, -2.32225, 0.64395], [-0.99373, 0.14316, 0.71208], [0.61433, -0.34043, 1.36582], [2.46142, 2.34808, 1.08794], [2.60892, 0.83003, 1.04472], [2.99731, 1.62765, 1.41621], [-2.36813, 0.38398, -1.96639], [-1.84696, 1.14151, -0.90745], [-2.62560, 1.20802, -1.50427]], "forces_ev_per_a": [[1.25, -0.70, -0.18], [-1.40, -0.08, -1.05], [0.05, -0.36, 0.01], [-0.58, 1.14, 0.37], [0.32, -0.15, 0.55], [0.07, 0.13, -0.07], [0.40, 0.06, 0.49], [-0.14, -0.16, -0.08], [-0.22, 0.08, -0.21], [-0.01, 0.22, -0.11], [0.42, -0.24, 0.44], [-0.87, 0.51, -0.43], [-0.73, 0.96, -0.12], [1.44, -1.39, 0.39]]}

---

[3]
{"formula": "C2H9O3", "method": "ωB97M-V with the def2-TZVPD basis set", "spin_multiplicity": 1, "homo_ev": -4.1110, "total_charge": -1, "homo_lumo_gap_ev": 8.34, "e_above_lowest_kj_mol": 46.9, "e_lumo_ev": 4.233, "elements": ["C", "O", "C", "H", "H", "H", "H", "H", "H", "H", "O", "H", "H", "O"], "positions_angstrom": [[-0.80675, 0.53062, 1.38872], [-1.43012, -0.35068, 0.52760], [-1.64108, 1.79570, 1.73981], [0.13136, 0.98179, 1.01077], [-0.46849, 0.00954, 2.30166], [-1.93046, 2.41771, 0.87604], [-1.13810, 2.46121, 2.42843], [-2.62708, 1.45658, 2.06142], [2.14402, -0.91066, -1.79110], [3.48228, -0.33895, -2.17343], [2.76304, -0.84320, -2.55994], [0.44982, -1.29589, -1.60733], [-0.65768, -0.58803, -0.14108], [0.61324, -0.99853, -0.70897]], "forces_ev_per_a": [[0.61, 1.46, 0.39], [-0.11, 0.70, -0.19], [-0.96, -0.88, -0.83], [-0.07, -0.64, -0.48], [-0.36, 0.19, 0.25], [0.64, -0.37, -0.20], [0.02, -0.05, 0.54], [-0.02, 0.13, 0.76], [-0.41, 0.04, 0.09], [0.14, 0.07, -0.11], [0.19, -0.01, 0.23], [-0.40, -0.12, -0.07], [0.22, -0.58, 0.09], [0.50, 0.08, -0.45]]}

---

[4]
{"formula": "C2H9O3", "method": "ωB97M-V with the def2-TZVPD basis set", "spin_multiplicity": 1, "homo_ev": -4.2049, "total_charge": -1, "homo_lumo_gap_ev": 8.51, "e_above_lowest_kj_mol": 19.2, "e_lumo_ev": 4.309, "elements": ["C", "O", "C", "H", "H", "H", "H", "H", "H", "H", "O", "H", "H", "O"], "positions_angstrom": [[-1.03255, -0.05392, -1.51200], [-0.12103, 1.00274, -1.70226], [-1.51242, -0.16520, -0.05965], [-1.86470, 0.09362, -2.21041], [-0.56086, -1.00277, -1.80928], [-1.56172, 0.76647, 0.48928], [-2.47566, -0.69729, -0.02026], [-0.84228, -0.87475, 0.43046], [1.53019, 0.05221, 1.73011], [2.13580, -1.17121, 2.41463], [1.74363, -0.32893, 2.66615], [2.40397, 0.96543, 0.39057], [0.61121, 0.85099, -1.03947], [1.54643, 0.56260, 0.23212]], "forces_ev_per_a": [[0.22, 0.56, -0.08], [-0.51, -0.20, -0.42], [-0.13, -1.57, -0.33], [-0.07, 0.16, 0.09], [-0.10, -0.12, 0.10], [0.09, 0.18, -0.12], [-0.13, 0.37, -0.08], [0.22, 0.53, 0.39], [0.07, 0.03, 0.10], [-0.01, 0.03, 0.13], [-0.10, -0.11, -0.26], [0.04, 0.13, -0.30], [0.44, 0.20, 0.51], [-0.02, -0.20, 0.25]]}

---

[5]
{"formula": "C2H9O3", "method": "ωB97M-V with the def2-TZVPD basis set", "spin_multiplicity": 1, "homo_ev": -3.9017, "total_charge": -1, "homo_lumo_gap_ev": 8.20, "e_above_lowest_kj_mol": 29.1, "e_lumo_ev": 4.296, "elements": ["C", "O", "C", "H", "H", "H", "H", "H", "H", "H", "O", "H", "H", "O"], "positions_angstrom": [[0.31083, 0.59400, 0.58071], [-0.43593, 0.33228, -0.56903], [1.83852, 0.51816, 0.24519], [0.08969, 1.62045, 0.90695], [0.11933, -0.12562, 1.39336], [1.95966, 0.12045, -0.75661], [2.34053, 1.48751, 0.31749], [2.37354, -0.11069, 0.97062], [-0.72643, -1.21792, -1.28253], [-0.06963, -2.53395, -1.86621], [-0.90023, -2.13664, -1.63572], [-2.47267, 0.17356, 1.23993], [-1.74759, 0.58081, -0.01309], [-2.67963, 0.69761, 0.46893]], "forces_ev_per_a": [[0.68, -0.04, -1.75], [0.20, -0.12, 0.51], [-0.07, 0.09, 0.93], [-0.03, -0.07, 0.51], [-0.18, 0.08, 0.20], [0.01, -0.08, -0.09], [-0.13, 0.13, -0.24], [-0.03, -0.15, -0.20], [0.30, 0.00, 0.19], [0.57, 0.08, -0.03], [-0.78, 0.06, 0.02], [-0.31, -0.21, 0.49], [-0.50, 0.13, -0.47], [0.27, 0.12, -0.08]]}

---

[6]
{"formula": "C2H9O3", "method": "ωB97M-V with the def2-TZVPD basis set", "spin_multiplicity": 1, "homo_ev": -3.9081, "total_charge": -1, "homo_lumo_gap_ev": 8.34, "e_above_lowest_kj_mol": 28.9, "e_lumo_ev": 4.436, "elements": ["C", "O", "C", "H", "H", "H", "H", "H", "H", "H", "O", "H", "H", "O"], "positions_angstrom": [[-0.39911, 0.34548, -1.17836], [0.24342, -0.65777, -0.48573], [0.42245, 1.66856, -1.23151], [-1.40454, 0.56458, -0.74631], [-0.52732, 0.05726, -2.24277], [0.15910, 2.23574, -2.12814], [1.46081, 1.35037, -1.29739], [0.26580, 2.28302, -0.34593], [-1.27079, -2.01766, 2.27274], [-0.51905, -2.12103, 1.01180], [-1.12084, -2.66042, 1.55743], [1.54483, -0.36700, 2.17558], [0.51173, -0.38997, 0.75468], [0.63351, -0.29116, 1.88391]], "forces_ev_per_a": [[0.36, 0.11, 0.17], [-0.02, 0.07, -0.04], [-0.44, -0.61, -0.03], [0.14, 0.01, -0.30], [-0.27, -0.11, 0.18], [0.00, 0.19, 0.02], [0.19, 0.20, 0.02], [0.14, 0.01, 0.08], [0.15, -0.39, -0.26], [-0.05, -0.11, -0.29], [-0.11, 0.49, 0.39], [-0.01, -0.04, -0.30], [0.16, -0.02, 0.20], [-0.24, 0.20, 0.18]]}